Record 1
This record from the OMol25 dataset describes a molecular structure, C28H31AsN2W. The level of theory is ωB97M-V/def2-TZVPD.

Geometry as XYZ:
```
63
Properties=species:S:1:pos:R:3:forces:R:3:mulliken_spin:R:1
W -0.527 0.131 1.036 0.384 1.745 -0.513 1.54
C -1.095 -0.183 3.414 -0.381 -0.200 0.186 0.07
C -1.710 -1.244 2.721 0.002 0.015 0.194 0.06
C -2.636 -0.952 1.713 -0.115 -0.064 -0.202 0.00
C -2.848 0.382 1.304 -0.417 0.029 0.343 0.00
C -2.300 1.452 2.059 -0.276 -0.260 0.085 -0.02
C -1.499 1.147 3.160 -0.074 -0.029 0.078 -0.02
H -0.407 -0.404 4.220 0.033 0.031 -0.034 0.02
H -1.489 -2.268 3.002 -0.005 -0.007 -0.081 0.01
H -3.153 -1.755 1.203 0.069 -0.015 -0.026 0.02
H -3.540 0.603 0.501 0.038 -0.053 -0.010 0.00
H -2.581 2.472 1.814 0.098 0.023 0.044 0.00
H -1.125 1.942 3.797 0.013 -0.005 -0.016 0.00
C -1.238 1.781 -5.963 0.025 -0.019 -0.021 0.00
C -2.181 2.248 -5.056 -0.015 0.046 -0.008 0.00
C -2.113 1.872 -3.724 0.008 -0.006 0.131 0.00
C -1.092 0.997 -3.351 -0.010 0.330 -0.122 0.00
C -0.120 0.521 -4.238 -0.114 -0.096 0.159 0.00
C -0.218 0.925 -5.558 0.000 0.033 -0.079 0.00
As -1.052 0.332 -1.555 0.340 -0.849 0.506 0.06
C -1.764 -1.411 -1.146 -0.285 -0.265 -0.193 -0.01
C -3.033 -1.910 -1.413 0.073 0.117 0.014 -0.01
C -3.350 -3.192 -0.975 -0.025 -0.039 0.031 0.05
C -2.444 -3.945 -0.211 -0.019 0.024 0.022 0.00
C -1.191 -3.445 0.082 -0.055 0.087 -0.030 0.07
C -0.824 -2.174 -0.403 0.211 -0.330 -0.248 0.15
C 0.573 -1.699 -0.505 -0.152 -0.168 0.093 0.05
C 1.731 -2.492 -0.370 -0.098 0.104 0.070 0.00
C 2.923 -2.006 -0.854 0.016 -0.021 0.001 0.02
C 3.025 -0.707 -1.411 -0.008 0.025 0.027 -0.01
C 1.931 0.116 -1.459 -0.052 -0.118 0.099 0.05
C 0.672 -0.383 -1.006 0.357 0.047 -0.507 -0.14
H -1.293 2.090 -6.999 -0.008 -0.009 0.007 0.00
H -2.967 2.915 -5.385 -0.004 -0.001 0.027 0.00
H -2.836 2.257 -3.016 0.008 -0.037 -0.007 0.00
H 0.664 -0.162 -3.938 -0.010 0.002 0.015 0.00
H 0.504 0.567 -6.281 0.020 -0.016 0.027 0.00
H -3.749 -1.351 -2.004 0.012 0.011 -0.006 0.00
H -4.308 -3.626 -1.237 -0.016 0.018 -0.007 0.00
H -2.729 -4.938 0.114 0.038 -0.016 0.023 0.00
H -0.478 -4.048 0.631 -0.001 -0.044 -0.014 0.00
H 1.672 -3.500 0.017 0.003 -0.019 -0.002 0.01
H 3.804 -2.637 -0.833 0.002 -0.012 0.003 0.00
H 3.974 -0.376 -1.814 0.007 0.004 -0.009 0.00
H 2.007 1.096 -1.920 -0.022 -0.015 -0.033 0.00
C 2.208 1.428 4.057 -0.063 -0.001 -0.012 0.00
C 2.345 1.207 2.557 0.010 0.107 0.020 -0.06
C 3.284 2.231 1.938 0.064 -0.053 -0.052 0.00
C 2.712 -0.219 2.217 -0.074 -0.038 0.040 0.13
N 0.893 1.489 2.001 0.486 -0.273 -0.024 0.01
N 0.739 1.849 0.639 -0.089 0.315 0.104 -0.01
H 3.157 1.193 4.537 0.013 0.010 -0.018 0.00
H 1.461 0.772 4.507 0.004 -0.022 0.028 0.00
H 1.980 2.468 4.299 -0.017 0.021 0.008 0.00
H 4.245 2.165 2.450 -0.003 -0.005 0.006 0.00
H 2.934 3.257 2.061 -0.013 0.019 0.021 0.00
H 3.503 2.035 0.883 -0.006 0.007 -0.010 0.00
H 3.663 -0.461 2.693 0.020 -0.007 -0.039 0.00
H 2.839 -0.362 1.145 -0.001 0.011 -0.022 -0.04
H 1.975 -0.935 2.598 0.041 0.031 0.042 0.00
H 0.535 2.252 2.574 -0.058 -0.099 0.064 0.01
H 1.646 1.835 0.163 -0.107 -0.074 -0.139 0.01
H 0.288 2.757 0.519 0.197 0.072 -0.033 0.00
```
Positions in Å, forces in eV/Å.

Output
HOMO-LUMO gap (spin up / spin down): 6.006 / 5.141 eV
2S+1: 3
total energy: -3496.24850 hartree
<S²>: 2.025
net charge: +4
ΔE to the lowest compared entry with this formula, charge and spin: 45.3 kJ/mol



Record 2
This record from the OMol25 dataset describes a molecular structure, C28H31BGeN8O2Pb. The level of theory is ωB97M-V/def2-TZVPD.

Geometry as XYZ:
```
72
Properties=species:S:1:pos:R:3:forces:R:3:mulliken_charge:R:1
Pb 0.656 0.483 -0.705 -0.127 -0.457 -1.032 1.21
O 0.003 -1.928 2.659 -0.094 0.205 0.292 -0.43
C 0.862 -1.567 1.735 1.651 0.046 1.407 -0.09
N 0.896 -1.949 0.534 -1.160 -0.185 -0.620 -0.39
C -0.068 -2.850 0.007 0.765 0.454 -1.331 0.64
C -0.596 -3.906 0.776 0.365 -0.006 -0.295 -0.60
C -1.206 -4.970 0.123 -0.640 -0.262 -1.822 -0.95
C -1.321 -4.891 -1.299 0.786 0.529 0.838 -0.55
C -0.822 -3.810 -2.052 -0.042 -0.301 0.490 -0.62
C -0.163 -2.738 -1.436 -0.525 -0.611 1.448 -0.10
N 0.287 -1.564 -2.089 -1.102 0.267 1.873 0.34
C 1.099 -1.626 -3.118 0.692 -1.430 0.139 -0.05
O 1.712 -2.612 -3.524 -0.052 -0.483 -0.635 -0.69
C 1.414 -0.359 -3.798 0.321 2.453 0.633 0.69
C 1.698 -0.310 -5.139 0.992 1.880 -1.279 -0.69
C 2.135 0.930 -5.671 0.092 -0.213 0.485 -0.40
C 2.253 2.089 -4.855 -0.363 -0.833 -2.440 -0.71
C 1.918 1.957 -3.566 -0.218 -1.482 1.904 -0.33
N 1.533 0.763 -3.048 0.313 0.023 -0.053 -0.07
C 2.154 -0.914 2.190 1.300 0.993 0.365 0.68
C 2.700 -0.923 3.487 -0.784 -0.267 1.306 -0.22
C 3.986 -0.415 3.754 -0.615 -0.506 0.857 -0.63
C 4.742 0.039 2.725 0.268 0.526 -1.427 -0.70
C 4.122 0.101 1.479 -0.847 0.111 -0.705 -0.20
N 2.886 -0.322 1.214 -0.027 -0.285 0.447 0.04
H -0.390 -3.888 1.852 -0.264 -0.235 -0.607 0.52
H -1.627 -5.897 0.569 0.537 1.019 0.133 0.34
H -1.714 -5.743 -1.835 -0.241 0.017 -0.027 0.37
H -0.903 -3.834 -3.129 -0.032 0.026 -0.085 0.47
H 1.660 -1.184 -5.762 -0.055 -0.241 0.007 0.56
H 2.470 0.991 -6.706 -0.339 -0.072 0.165 0.40
H 2.475 3.079 -5.241 0.323 -0.314 -0.169 0.40
H 2.060 2.793 -2.889 -0.366 -0.125 0.245 0.38
H 2.152 -1.285 4.394 0.338 0.137 -1.398 0.29
H 4.393 -0.370 4.777 -0.450 -0.277 -0.525 0.42
H 5.756 0.402 2.800 0.017 0.001 0.289 0.41
H 4.574 0.567 0.605 0.388 -0.075 0.295 0.38
B -2.454 0.978 -0.348 0.645 -0.291 -1.021 -0.10
N -1.915 2.398 -0.115 0.976 1.978 1.441 0.96
C -2.537 3.577 -0.296 0.329 -0.678 0.483 -0.43
C -1.741 4.575 0.239 -2.027 2.221 -1.141 -0.90
C -0.579 4.013 0.650 0.456 -3.317 0.649 0.30
N -0.723 2.661 0.513 0.586 -0.139 -0.668 -0.40
N -2.400 0.871 -1.982 0.170 -0.761 0.622 0.20
C -3.311 0.779 -2.966 -0.420 0.229 1.735 -0.61
C -2.704 1.032 -4.151 -0.407 0.006 -2.330 -0.94
C -1.388 1.266 -3.862 1.625 -0.433 1.905 -0.30
N -1.198 1.074 -2.529 0.415 1.246 -0.316 0.22
H -1.567 0.193 0.148 -0.881 0.331 -0.431 -0.14
H -3.556 0.854 0.156 0.296 -0.241 -0.453 -0.14
H -3.500 3.598 -0.749 -0.495 0.200 -0.166 0.47
H -2.059 5.619 0.287 0.368 -0.324 -0.100 0.40
H 0.396 5.602 1.548 0.202 0.240 0.306 0.39
H -4.316 0.645 -2.664 -0.862 -0.277 -0.167 0.54
H -3.072 0.975 -5.168 -0.378 0.186 0.358 0.40
H -0.543 1.563 -4.484 -0.431 -0.354 0.084 0.34
C -1.198 0.865 3.111 -1.038 0.309 -0.027 -0.79
Ge -1.224 -0.994 3.672 1.312 0.573 1.240 0.66
C -2.572 -2.301 3.390 -1.181 -0.267 -0.814 -1.11
C -0.396 -0.943 5.501 0.644 -0.305 0.050 -1.28
C 0.663 4.601 1.230 0.237 0.002 0.657 -1.31
H -2.159 1.257 2.765 -0.201 -0.348 0.113 0.45
H -0.614 0.964 2.226 0.764 0.048 -0.647 -0.07
H -0.855 1.614 3.826 0.246 -0.462 0.265 0.45
H -2.031 -3.205 3.632 -0.022 -0.391 0.234 0.36
H -2.819 -2.402 2.295 0.069 0.355 1.131 0.27
H -3.478 -2.231 4.021 0.460 0.025 -0.445 0.42
H 0.708 -0.885 5.513 -0.476 0.184 -0.622 0.29
H -0.535 -1.722 6.255 -0.705 -0.125 -0.349 0.40
H -0.700 0.001 5.927 -0.315 0.321 0.302 0.44
H 1.456 4.721 0.500 0.046 -0.059 -0.339 0.22
H 1.134 4.051 2.088 -0.816 0.290 -0.709 0.25
```
Positions in Å, forces in eV/Å.

Output
HOMO-LUMO gap: 7.410 eV
total energy: -3968.75124 hartree